Here is a 2-piece molecular cluster, C4H8NO overall in a non-equilibrium geometry from OMol25. Energies are from ωB97M-V with the def2-TZVPD basis set.

## Properties
LUMO (spin up / spin down)   3.87 / 3.86 eV
Largest force on an atom   0.045 hartree/bohr
Total charge   -1

Bonds (Å) are listed after each position.
Geometry (Å):
1 C 1.068 -0.774 0.855  C2 1.499, C3 1.498, H7 1.080, H8 1.082
2 C 0.986 -1.011 -0.623  C1 1.499, C3 1.498, H9 1.083, H10 1.080
3 C 0.053 -0.041 0.032  C1 1.498, C2 1.498, C4 1.508, H14 1.091
4 C 0.225 1.438 -0.210  C3 1.508, H11 1.088, H12 1.092, H13 1.090
5 N -3.354 -0.756 -0.141  O6 1.294
6 O -3.783 0.405 0.236  N5 1.294
7 H 0.732 -1.555 1.521  C1 1.080
8 H 1.917 -0.219 1.230  C1 1.082
9 H 1.784 -0.625 -1.246  C2 1.083
10 H 0.586 -1.953 -0.970  C2 1.080
11 H -0.410 1.751 -1.035  C4 1.088
12 H 1.262 1.686 -0.446  C4 1.092
13 H -0.076 2.000 0.674  C4 1.090
14 H -0.991 -0.346 0.124  C3 1.091